(1)
{
  "formula": "C34H72B6F24N10O2",
  "method": "wB97M-V/def2-TZVPD",
  "total_charge": -1,
  "gap_ev": [3.7974, 7.4260],
  "spin_multiplicity": 2,
  "lumo_ev": [0.8, 0.8],
  "s_squared": 0.757,
  "elements": ["F", "F", "F", "F", "F", "F", "F", "F", "F", "F", "F", "F", "F", "F", "F", "F", "F", "F", "F", "F", "F", "F", "F", "F", "O", "O", "N", "N", "N", "N", "N", "N", "N", "N", "N", "N", "C", "C", "C", "C", "C", "C", "C", "C", "C", "C", "C", "C", "C", "C", "C", "C", "C", "C", "C", "C", "C", "C", "C", "C", "C", "C", "C", "C", "C", "C", "C", "C", "C", "C", "B", "B", "B", "B", "B", "B", "H", "H", "H", "H", "H", "H", "H", "H", "H", "H", "H", "H", "H", "H", "H", "H", "H", "H", "H", "H", "H", "H", "H", "H", "H", "H", "H", "H", "H", "H", "H", "H", "H", "H", "H", "H", "H", "H", "H", "H", "H", "H", "H", "H", "H", "H", "H", "H", "H", "H", "H", "H", "H", "H", "H", "H", "H", "H", "H", "H", "H", "H", "H", "H", "H", "H", "H", "H", "H", "H", "H", "H"],
  "positions_angstrom": [[-4.40, 15.53, 8.94], [-5.27, 16.92, 13.86], [-6.86, 10.33, 10.56], [-2.70, 16.57, 7.89], [1.58, 11.74, 12.36], [-3.04, 17.20, 13.89], [-4.20, 12.71, 15.02], [-4.92, 11.13, 10.91], [-2.86, 9.60, 11.17], [-4.32, 19.00, 14.36], [-0.95, 9.22, 12.11], [-5.17, 10.72, 15.07], [3.51, 12.72, 11.63], [2.64, 13.33, 13.63], [1.65, 13.84, 11.70], [-3.14, 10.82, 15.83], [-4.28, 17.33, 15.81], [-4.38, 15.78, 6.67], [-3.06, 14.28, 7.55], [-6.68, 12.55, 10.53], [-3.57, 10.86, 13.62], [-6.59, 11.30, 12.49], [-1.57, 7.99, 10.32], [-2.57, 7.67, 12.22], [0.56, 6.26, 15.83], [-1.74, 11.37, 9.44], [-6.03, 9.34, 6.97], [-2.56, 8.02, 6.00], [0.43, 9.32, 15.78], [-3.71, 6.34, 4.93], [0.71, 16.88, 15.28], [-5.37, 11.44, 6.43], [1.74, 16.84, 13.23], [1.55, 12.23, 7.38], [3.50, 13.18, 7.51], [-2.00, 14.01, 12.04], [-2.07, 12.63, 9.87], [-3.54, 14.18, 12.23], [1.47, 9.19, 14.63], [0.15, 12.20, 5.43], [-1.43, 15.28, 11.33], [-1.44, 13.99, 13.43], [1.59, 12.76, 8.64], [2.73, 16.61, 12.19], [0.51, 11.44, 6.72], [0.50, 16.61, 16.66], [4.83, 13.69, 7.13], [-5.11, 11.26, 7.75], [-3.88, 6.11, 6.28], [1.80, 16.40, 14.54], [-5.20, 12.57, 5.64], [-6.60, 7.97, 6.74], [-0.46, 6.96, 15.06], [-1.59, 12.72, 11.30], [1.15, 9.08, 17.11], [2.75, 12.50, 6.68], [-3.69, 12.65, 5.09], [-3.06, 7.08, 6.92], [0.59, 17.66, 13.12], [-0.92, 16.01, 16.79], [2.78, 13.44, 8.72], [-3.64, 4.16, 3.81], [-0.05, 17.67, 14.39], [-0.76, 8.39, 15.51], [-6.01, 10.27, 5.95], [-2.93, 7.51, 4.71], [-0.17, 10.78, 15.94], [-4.26, 5.49, 3.92], [-1.78, 9.17, 6.35], [-5.47, 9.92, 8.08], [-4.26, 17.62, 14.45], [-3.99, 11.32, 14.86], [-1.97, 8.61, 11.44], [2.36, 12.88, 12.34], [-6.23, 11.40, 11.15], [-3.61, 15.54, 7.82], [-2.90, 7.09, 7.99], [-4.12, 6.01, 2.97], [1.26, 15.89, 16.95], [0.75, 17.48, 17.26], [2.38, 16.81, 11.18], [-4.48, 5.29, 6.65], [-0.51, 12.74, 11.23], [4.78, 14.67, 6.64], [-2.65, 4.29, 3.37], [-2.67, 7.85, 3.72], [-1.83, 13.10, 13.92], [-4.12, 14.33, 11.33], [-3.88, 13.19, 12.56], [-1.59, 13.41, 9.27], [1.78, 8.15, 14.62], [5.41, 13.05, 6.48], [-5.31, 9.33, 8.96], [-0.04, 7.06, 14.06], [-3.59, 3.65, 4.77], [-0.25, 13.21, 5.50], [-5.43, 13.46, 6.23], [3.63, 17.22, 12.30], [-1.86, 11.89, 11.95], [-5.99, 12.54, 4.90], [-3.71, 15.01, 12.92], [-0.97, 18.04, 14.80], [0.36, 18.29, 12.28], [-6.32, 7.63, 5.74], [0.85, 12.55, 9.40], [3.31, 15.69, 12.31], [-3.53, 13.68, 4.74], [-0.66, 11.66, 4.94], [-1.60, 16.10, 12.03], [1.01, 9.30, 13.66], [0.39, 9.05, 17.89], [0.70, 11.44, 15.99], [0.88, 10.47, 6.38], [5.41, 13.81, 8.04], [-4.69, 12.14, 8.21], [-1.20, 8.34, 16.51], [-4.18, 3.51, 3.12], [0.98, 12.21, 4.72], [-5.35, 5.46, 3.97], [-0.40, 11.30, 7.29], [-1.35, 8.98, 14.82], [1.90, 9.84, 17.33], [-0.41, 15.15, 10.97], [-1.02, 15.12, 16.17], [2.24, 9.96, 14.71], [-0.68, 10.93, 16.89], [-0.74, 8.85, 6.33], [3.21, 14.05, 9.51], [3.06, 12.24, 5.68], [-3.12, 12.88, 9.97], [-0.73, 11.07, 15.04], [-1.71, 16.73, 16.58], [1.71, 8.16, 16.98], [-6.18, 7.37, 7.54], [-1.34, 6.38, 14.77], [-7.69, 8.07, 6.80], [-2.88, 12.42, 5.79], [-3.46, 11.93, 4.31], [2.59, 15.74, 14.86], [-1.68, 14.96, 13.86], [-2.14, 9.67, 7.24], [-1.90, 9.79, 5.46], [-1.09, 15.69, 17.82], [-2.29, 10.78, 9.95], [-2.05, 15.50, 10.46], [-0.35, 13.98, 13.44], [0.80, 5.43, 15.40], [-6.47, 10.14, 4.98]]
}



(2)
{
  "formula": "C4H3ClNO2S",
  "method": "wB97M-V/def2-TZVPD",
  "total_charge": -1,
  "gap_ev": 7.0253,
  "lumo_ev": 3.1,
  "elements": ["Cl", "S", "O", "O", "N", "C", "C", "C", "C", "H", "H", "H"],
  "positions_angstrom": [[2.98, 1.68, 0.03], [2.37, -1.50, -0.34], [-2.52, 1.26, 1.39], [-1.85, -0.97, 1.06], [0.68, -1.42, -0.50], [-0.75, 0.63, -0.36], [-1.80, 0.28, 1.00], [1.97, 0.31, -0.38], [0.55, 0.00, -0.27], [0.14, -2.16, 0.00], [-0.48, 1.67, -0.43], [-1.28, 0.22, -1.18]]
}



(3)
{
  "formula": "C26H27Cl5CsIN5OS3",
  "method": "wB97M-V/def2-TZVPD",
  "total_charge": -1,
  "gap_ev": 6.4342,
  "lumo_ev": 2.0,
  "elements": ["Cs", "I", "Cl", "Cl", "Cl", "Cl", "Cl", "S", "S", "S", "O", "N", "N", "N", "N", "N", "C", "C", "C", "C", "C", "C", "C", "C", "C", "C", "C", "C", "C", "C", "C", "C", "C", "C", "C", "C", "C", "C", "C", "C", "C", "C", "H", "H", "H", "H", "H", "H", "H", "H", "H", "H", "H", "H", "H", "H", "H", "H", "H", "H", "H", "H", "H", "H", "H", "H", "H", "H", "H"],
  "positions_angstrom": [[-0.65, 1.99, 1.10], [2.86, -0.16, 0.90], [-4.05, 3.74, 6.18], [-7.02, 3.28, 5.38], [-7.71, 1.86, 2.69], [-1.74, 2.83, 4.29], [-5.44, 0.89, 0.79], [-2.02, -1.20, -0.31], [-1.30, -1.31, 3.04], [-0.26, -4.29, 1.19], [-1.84, 4.21, -0.77], [4.55, -0.04, -2.29], [-0.29, 1.43, -2.41], [-3.04, 2.37, -1.30], [4.00, -0.61, -4.39], [-4.02, 4.10, -0.12], [-5.76, 2.76, 4.33], [2.09, 1.66, -2.29], [2.26, 0.50, -3.03], [-6.06, 2.13, 3.12], [-0.11, 0.33, -3.14], [-2.94, -1.46, 2.31], [-3.43, 2.54, 3.80], [-2.90, 3.59, -0.73], [0.18, -3.72, 2.85], [-4.99, 1.73, 2.31], [-4.42, 2.97, 4.67], [7.80, -1.63, -3.10], [6.90, -0.98, -2.27], [1.13, -0.16, -3.50], [2.47, 1.84, 1.87], [0.80, 2.10, -2.04], [3.60, -0.06, -3.27], [-0.85, -2.47, -0.86], [7.47, -1.95, -4.42], [5.31, -1.01, -4.12], [-3.66, 1.92, 2.59], [-3.03, -2.08, 0.92], [5.66, -0.67, -2.81], [-0.93, -3.00, 3.61], [6.23, -1.65, -4.95], [0.23, -2.88, 0.14], [-3.77, 1.74, -1.01], [8.20, -2.46, -5.04], [-3.28, -0.43, 2.27], [4.35, 0.14, -1.31], [0.63, 3.02, -1.48], [2.51, 1.51, 2.92], [1.13, -3.18, -0.41], [5.97, -1.90, -5.97], [3.46, 2.30, 1.71], [-0.64, -2.92, 4.66], [-0.36, -2.00, -1.72], [7.16, -0.73, -1.25], [-2.20, 1.99, -1.74], [-4.74, 3.45, 0.15], [8.78, -1.89, -2.72], [2.94, 2.20, -1.89], [-1.01, -0.19, -3.44], [-1.86, -3.58, 3.57], [1.07, -3.09, 2.78], [-1.40, -3.33, -1.23], [-2.71, -3.13, 0.93], [0.46, -4.62, 3.39], [-4.07, -2.04, 0.59], [0.50, -2.05, 0.78], [-3.82, 4.82, 0.56], [-3.59, -2.00, 3.00], [1.23, -1.05, -4.09]]
}



(4)
{
  "formula": "C33H25IN6O3OsS2",
  "method": "wB97M-V/def2-TZVPD",
  "total_charge": 2,
  "gap_ev": [7.0167, 4.9220],
  "spin_multiplicity": 5,
  "lumo_ev": [-6.2, -8.2],
  "s_squared": 6.057,
  "elements": ["Os", "I", "S", "S", "O", "O", "O", "N", "N", "N", "N", "N", "N", "C", "C", "C", "C", "C", "C", "C", "C", "C", "C", "C", "C", "C", "C", "C", "C", "C", "C", "C", "C", "C", "C", "C", "C", "C", "C", "C", "C", "C", "C", "C", "C", "C", "H", "H", "H", "H", "H", "H", "H", "H", "H", "H", "H", "H", "H", "H", "H", "H", "H", "H", "H", "H", "H", "H", "H", "H", "H"],
  "positions_angstrom": [[0.56, -0.78, 0.03], [-4.38, -1.28, -3.33], [-1.96, -1.99, 3.99], [-0.08, -2.11, 1.80], [-0.02, 0.92, -1.34], [8.04, 0.39, -0.94], [7.01, 1.01, -2.73], [-1.07, 0.65, 1.24], [-0.69, -1.89, -1.22], [2.22, -0.52, -1.48], [7.05, 0.56, -1.61], [2.15, 0.11, 1.12], [-1.66, 0.06, 2.35], [3.39, -0.13, -0.91], [-1.00, 2.67, -0.06], [5.75, 0.38, -0.92], [-5.18, -3.11, 3.17], [-5.92, -3.71, 2.17], [0.11, 3.05, -2.27], [2.09, 0.43, 2.41], [-0.72, 4.90, -1.00], [-4.51, -1.91, 2.94], [-6.01, -3.11, 0.91], [-1.09, -3.93, -2.37], [-1.18, 4.04, 0.01], [-1.57, 1.82, 0.99], [5.74, 0.62, 0.40], [3.29, -0.65, -3.59], [3.22, 0.79, 3.15], [-2.25, -3.42, -2.92], [-0.29, 2.15, -1.21], [-0.34, -3.15, -1.52], [-1.27, -1.13, 2.64], [-5.35, -1.91, 0.68], [4.49, -0.28, -3.04], [-3.66, -1.31, 4.02], [-4.61, -1.32, 1.69], [2.16, -0.75, -2.78], [-2.63, -2.12, -2.59], [4.52, 0.54, 1.15], [-0.09, 4.39, -2.15], [-2.72, 2.37, 1.79], [4.44, 0.84, 2.52], [3.35, 0.18, 0.49], [4.57, 0.00, -1.65], [-1.82, -1.39, -1.75], [1.12, 0.39, 2.88], [-2.37, 2.80, 2.73], [-6.45, -4.63, 2.36], [-2.08, -0.38, -1.46], [-4.11, -0.37, 1.51], [-5.12, -3.58, 4.15], [-3.41, 1.58, 2.05], [3.11, 1.03, 4.20], [-4.01, -1.59, 5.02], [0.56, -3.53, -1.05], [6.66, 0.88, 0.90], [3.21, -0.85, -4.65], [-0.77, -4.94, -2.59], [-3.26, 3.14, 1.23], [-6.59, -3.58, 0.13], [-0.87, 5.96, -0.89], [0.23, 5.06, -2.93], [0.60, 2.61, -3.13], [-1.67, 4.48, 0.86], [-5.44, -1.43, -0.29], [5.38, -0.20, -3.65], [1.20, -1.05, -3.18], [5.34, 1.12, 3.06], [-3.59, -0.23, 3.96], [-2.86, -4.02, -3.58]]
}



(5)
{
  "formula": "C4H7N2O",
  "method": "wB97M-V/def2-TZVPD",
  "total_charge": 1,
  "gap_ev": 9.5402,
  "lumo_ev": -4.5,
  "elements": ["O", "N", "N", "C", "C", "C", "C", "H", "H", "H", "H", "H", "H", "H"],
  "positions_angstrom": [[-3.12, 0.52, -1.12], [0.60, 0.01, -2.37], [1.99, -0.66, 1.72], [-2.29, 0.09, -0.42], [-1.28, -0.19, 0.54], [0.04, 0.40, -1.44], [-0.72, 0.83, -0.47], [2.57, -1.45, 1.48], [-1.54, 0.15, 1.56], [0.66, -0.27, -3.37], [2.20, -0.29, 2.63], [-0.89, 1.99, -0.29], [-0.77, -1.14, 0.34], [2.56, 0.00, 1.20]]
}



(6)
{
  "formula": "C7H7NOS",
  "method": "wB97M-V/def2-TZVPD",
  "total_charge": 0,
  "gap_ev": 9.3111,
  "lumo_ev": 0.1,
  "elements": ["S", "O", "N", "C", "C", "C", "C", "C", "C", "C", "H", "H", "H", "H", "H", "H", "H"],
  "positions_angstrom": [[0.76, -1.87, 0.64], [1.73, -1.46, 1.70], [0.25, 1.98, -1.93], [0.59, -0.30, -0.36], [-0.52, 0.56, -0.11], [-0.66, 1.63, -0.97], [-1.49, 0.20, 0.96], [1.48, 0.08, -1.29], [-1.06, -0.55, 1.94], [1.33, 1.30, -1.98], [2.43, -0.36, -1.58], [2.16, 1.67, -2.73], [-1.81, -0.96, 2.58], [-2.61, 0.42, 0.97], [-1.60, 2.29, -1.02], [1.48, -2.45, -0.46], [-0.09, -0.59, 2.10]]
}



(7)
{
  "formula": "C28H42Cl2O14",
  "method": "wB97M-V/def2-TZVPD",
  "total_charge": 0,
  "gap_ev": 9.7939,
  "lumo_ev": 0.3,
  "smiles": "C[C@@H](Cl)[C@H](Cl)[C@H](CCC(=O)O)OC=O.O=C1CCCO1.O=C1CCCO1.O=C1CCCO1.O=C1CCCO1.O=C1CCCO1",
  "elements": ["Cl", "Cl", "O", "O", "O", "O", "O", "O", "O", "O", "O", "O", "O", "O", "O", "O", "C", "C", "C", "C", "C", "C", "C", "C", "C", "C", "C", "C", "C", "C", "C", "C", "C", "C", "C", "C", "C", "C", "C", "C", "C", "C", "C", "C", "H", "H", "H", "H", "H", "H", "H", "H", "H", "H", "H", "H", "H", "H", "H", "H", "H", "H", "H", "H", "H", "H", "H", "H", "H", "H", "H", "H", "H", "H", "H", "H", "H", "H", "H", "H", "H", "H", "H", "H", "H", "H"],
  "positions_angstrom": [[-3.96, -1.33, -1.37], [-0.35, -0.64, -3.48], [-0.88, 4.59, 3.18], [3.24, 5.01, -1.91], [-0.64, -0.04, 4.89], [-1.47, -4.48, 0.47], [-3.51, -4.07, -2.99], [2.31, 3.14, -2.74], [0.53, -3.70, 1.11], [0.28, 1.64, 0.97], [-1.69, -5.79, -5.19], [-1.32, -7.46, -3.76], [-2.50, -0.54, 3.75], [0.97, 5.01, 4.36], [1.63, -0.13, 1.15], [-4.52, -5.24, -1.35], [1.72, 3.86, -4.90], [-1.34, -3.73, 2.69], [-2.64, -1.83, -2.49], [-1.17, -3.81, -3.12], [2.71, 4.86, -4.29], [-2.42, -3.33, -2.40], [3.03, -0.41, 1.01], [0.41, 0.94, 4.81], [1.96, 2.63, -4.03], [0.67, 6.31, 2.43], [-1.01, 1.22, 2.93], [-2.80, -4.59, 1.02], [-0.70, -1.43, -0.85], [-1.32, -6.28, -3.96], [2.05, 5.96, 4.32], [-4.52, -4.32, -2.10], [2.65, 1.85, 0.41], [0.46, 1.36, 3.35], [-1.45, -0.95, -2.10], [-0.61, -3.96, 1.38], [0.13, 5.21, 3.32], [2.80, 4.40, -2.85], [-1.49, 0.12, 3.85], [3.56, 0.67, 0.08], [2.13, 6.41, 2.87], [1.37, 1.17, 0.85], [-2.59, -4.61, 2.53], [-0.94, -5.31, -2.86], [0.56, 6.05, 1.38], [-3.00, -1.60, -3.49], [-3.26, -5.49, 0.63], [4.62, 0.87, 0.21], [3.15, -1.41, 0.62], [-1.40, -2.01, -0.26], [2.78, 2.01, -4.40], [-3.38, -3.73, 0.70], [1.81, 6.78, 5.00], [-1.58, 2.12, 3.13], [-1.03, -5.16, -5.48], [3.49, -0.35, 2.01], [0.15, 1.77, 5.48], [-5.32, -3.58, -2.11], [0.86, 2.36, 3.21], [0.70, 4.22, -4.76], [-2.31, -3.65, -1.37], [2.96, 5.47, 4.67], [-1.31, -3.64, -4.19], [-1.59, -2.67, 2.76], [1.87, 3.67, -5.96], [2.46, 2.49, -0.45], [1.34, 0.49, 5.16], [-0.72, -4.03, 3.53], [1.07, 2.01, -3.92], [2.73, 5.70, 2.30], [0.13, -5.45, -2.69], [1.06, 0.66, 2.80], [0.12, 7.23, 2.64], [-1.13, 0.93, 1.90], [-3.45, -4.25, 3.08], [2.37, 5.88, -4.35], [3.70, 4.78, -4.74], [0.19, -2.00, -1.07], [3.40, 0.37, -0.96], [3.03, 2.45, 1.24], [-0.29, -3.26, -2.81], [2.57, 7.40, 2.75], [-1.87, 0.01, -1.86], [-2.37, -5.62, 2.87], [-0.46, -0.57, -0.25], [-1.45, -5.64, -1.96]]
}



(8)
{
  "formula": "C4H2O2Rb",
  "method": "wB97M-V/def2-TZVPD",
  "total_charge": 0,
  "gap_ev": [5.5639, 5.0321],
  "spin_multiplicity": 2,
  "lumo_ev": [-0.5, -0.5],
  "s_squared": 0.756,
  "elements": ["Rb", "O", "O", "C", "C", "C", "C", "H", "H"],
  "positions_angstrom": [[-1.11, 0.11, -0.20], [-2.07, 1.99, 1.68], [-2.95, 2.07, 0.69], [2.42, -1.48, -0.47], [2.27, -0.49, -1.16], [1.63, 1.57, -2.60], [1.98, 0.61, -1.94], [1.36, 2.44, -3.16], [2.57, -2.38, 0.10]]
}